{
  "formula": "C4H9N2",
  "method": "ωB97M-V/def2-TZVPD",
  "largest_force_ev_per_a": 2.8,
  "homo_energy_ev": -13.4595,
  "spin_multiplicity": 1,
  "molar_mass_g_mol": 85.1,
  "charge": 1,
  "e_above_lowest_kj_mol": 436.1,
  "elements": ["C", "C", "C", "C", "N", "N", "H", "H", "H", "H", "H", "H", "H", "H", "H"],
  "coordinates": [[0.27137, 1.79647, -2.36676], [-0.07062, -0.28640, -1.06970], [-0.33059, -1.49629, 0.99445], [0.82657, 0.63094, 0.92452], [-0.60796, 2.56343, -2.52468], [0.11945, -0.38369, 0.17760], [1.28194, 1.62746, -2.66615], [-0.58106, -1.08326, -1.59616], [-1.09441, -1.14196, 1.69095], [0.49975, -1.89973, 1.57466], [-0.75631, -2.28247, 0.37487], [1.77547, 0.22208, 1.28331], [0.23899, 0.93927, 1.79266], [1.02726, 1.49523, 0.29077], [-1.56993, 2.69515, -2.26288]],
  "nbo_charge": [0.38, 0.03, -0.43, -0.41, -0.51, -0.32, 0.25, 0.18, 0.23, 0.23, 0.23, 0.23, 0.23, 0.22, 0.46]
}